1.
Computed, not measured: a single C6H10Si molecule in a non-equilibrium geometry, with wB97M-V/def2-TZVPD.

```
17
Properties=species:S:1:pos:R:3:forces:R:3:mulliken_charge:R:1
C -3.09311 -0.61572 0.58531 -3.4 -1.5 1.3 0.583
C -1.97824 -0.47467 0.23985 4.1 1.4 -0.7 -1.068
Si -0.23837 0.14707 -0.03195 1.9 1.4 0.5 0.377
C 0.25985 1.95749 1.20009 -4.1 -2.4 -2.9 -1.071
C -0.13456 0.42027 -1.95925 1.0 -0.2 2.4 -1.102
C 1.08162 -1.11048 0.69675 -2.9 1.3 -1.1 -0.336
C 2.04467 -1.66613 0.01140 1.5 -2.5 1.0 -0.531
H -3.99744 -1.03018 0.98334 -0.1 0.5 -0.3 0.412
H -0.00791 1.52196 2.13187 -0.3 0.2 1.0 0.302
H 1.27010 2.06691 1.08594 2.5 0.5 -0.3 0.365
H -0.39483 2.78308 0.81965 0.8 -0.7 0.7 0.287
H -0.53218 -0.42516 -2.46038 -0.1 -0.8 -0.6 0.323
H -0.77680 1.23216 -2.09625 -1.3 1.4 -0.4 0.343
H 0.83103 0.75996 -2.31367 0.3 -0.4 -0.1 0.332
H 0.75021 -1.53489 1.62455 0.4 -0.1 0.7 0.310
H 2.60276 -2.54111 0.48730 -0.5 1.3 -0.7 0.207
H 2.31321 -1.49056 -1.00455 0.1 0.6 -0.6 0.269
```
Positions in Å, forces in eV/Å.

Results
- LUMO level: 1.00 eV
- DFT total energy: -523.99554 hartree
- SMILES string: C#C[Si](C)(C)C=C
- Energy above the lowest of the compared OMol25 structures with the same formula, charge and spin: 22.85 kcal per mole
- Highest occupied orbital energy: -9.201 eV
- Total charge: 0

***

2.
Computed, not measured: a molecular structure, C7H12Cl2OS in a non-equilibrium geometry, with wB97M-V/def2-TZVPD.

```
23
Properties=species:S:1:pos:R:3:forces:R:3:mulliken_charge:R:1
C -2.90868 1.63767 -1.28839 1.0 0.2 0.2 0.543
C 2.23066 0.43482 -0.63595 3.2 -1.9 0.9 -1.098
C -2.03172 0.97647 -0.22938 0.1 -0.3 -1.9 0.415
C 1.27711 -0.35687 0.24746 2.4 2.7 2.8 -0.300
C -0.54274 1.44883 -0.10441 -1.2 -0.7 -0.9 -0.419
C 0.30269 0.67672 0.92569 0.9 -0.2 1.0 -0.733
C -2.75602 -2.06328 -1.07135 0.3 -1.4 -0.4 -0.265
O -4.03211 1.99441 -1.24182 -0.4 -0.2 0.5 -0.470
S -1.95816 -3.55832 -1.44698 -0.4 1.2 0.4 -0.063
Cl -2.04433 1.84780 -2.81545 0.4 0.0 -1.0 -0.227
Cl -4.36839 -2.17409 -1.58785 -0.5 0.1 -0.1 -0.112
H 1.77122 1.05646 -1.34210 -0.7 1.0 -0.9 0.404
H 2.90037 1.03739 0.05786 -0.8 -0.5 -1.0 0.239
H 2.93076 -0.26862 -1.22871 -1.0 1.0 0.9 0.305
H -2.59272 1.21090 0.61440 -0.8 -0.1 2.0 0.344
H -2.20532 -0.11148 -0.53032 0.8 1.1 0.8 -0.410
H 1.91953 -0.96258 1.00265 -1.2 1.1 -1.0 0.293
H 0.74548 -1.03476 -0.29093 -1.8 -2.0 -1.6 0.105
H -0.49988 2.50913 0.12321 -0.3 0.2 0.2 0.314
H -0.15111 1.40029 -1.14216 0.1 -0.3 0.8 0.239
H 0.74631 1.44358 1.63468 0.6 -0.7 -1.3 0.363
H -0.17165 0.12192 1.73062 -1.3 -0.2 -0.4 0.400
H -0.86604 -3.03855 -0.89130 0.6 -0.4 0.0 0.134
```
Positions in Å, forces in eV/Å.

Results
- LUMO level: -0.89 eV
- DFT total energy: -1667.60816 hartree
- Energy above the lowest of the compared OMol25 structures with the same formula, charge and spin: 0.00 kcal per mole
- Highest occupied orbital energy: -9.438 eV
- Total charge: 0

***

3.
Computed, not measured: a single C11H13NO2 molecule in a non-equilibrium geometry, with wB97M-V/def2-TZVPD.

```
27
Properties=species:S:1:pos:R:3:forces:R:3:mulliken_charge:R:1
C 1.99788 1.45991 -1.11101 0.8 -1.3 -3.3 -1.760
C 0.65039 0.91245 -0.70950 1.6 -2.3 -6.5 0.559
N 0.22115 -0.04110 -1.88444 0.4 3.7 4.4 0.665
O 0.78278 -0.03878 -2.98168 0.7 0.0 -0.9 -0.663
C -1.00926 -0.75455 -1.80899 -0.9 -2.8 0.0 -0.142
C -0.61432 -2.30716 -1.48396 -1.3 2.1 -0.3 -1.220
C -2.14670 -0.12787 -1.01639 2.4 -1.8 2.1 -0.923
O -1.96926 -0.26991 0.41478 0.5 0.1 -0.3 -0.500
C -0.84450 0.13313 1.10781 -0.9 -0.2 0.2 0.353
C -1.02935 -0.06076 2.46845 0.6 0.3 -0.1 -0.461
C -0.04650 0.27709 3.39081 -0.5 -0.4 -0.7 -0.440
C 1.11007 0.83252 2.93596 2.6 0.5 0.2 -0.684
C 1.30110 1.03281 1.57700 -0.3 -0.4 0.9 -0.870
C 0.36093 0.67608 0.61903 -2.0 -0.6 1.5 0.812
H 2.27644 2.44239 -0.86318 0.0 1.2 1.2 0.537
H 2.09101 1.54089 -2.27538 -0.6 -0.4 2.0 0.324
H 2.86893 0.77059 -0.89510 -1.0 0.5 0.2 0.391
H -1.38002 -0.87346 -2.81266 -0.1 0.6 -0.7 0.487
H 0.08854 -2.55757 -2.28958 -0.6 -0.4 0.1 0.415
H -1.55998 -2.92360 -1.37550 1.5 0.5 -0.2 0.340
H -0.02393 -2.23834 -0.59778 0.1 -0.5 1.0 0.301
H -2.26852 0.88468 -1.21601 -0.4 1.8 -0.8 0.371
H -3.01242 -0.72477 -1.16011 -0.9 -0.2 -0.5 0.466
H -1.98090 -0.47291 2.68817 -0.6 -0.4 0.7 0.494
H -0.05459 0.05914 4.42340 -0.8 -0.3 1.0 0.402
H 1.97696 0.99836 3.66665 -1.4 0.0 -1.2 0.253
H 2.21406 1.37076 1.18922 1.2 0.6 -0.1 0.493
```
Positions in Å, forces in eV/Å.

Results
- LUMO level (spin up / spin down): 0.41 / -0.32 eV
- DFT total energy: -632.03398 hartree
- SMILES string: CC1=[N+]([O-])[C@@H](C)COc2ccccc21
- Energy above the lowest of the compared OMol25 structures with the same formula, charge and spin: 122.69 kcal per mole
- Highest occupied orbital energy (spin up / spin down): -7.388 / -7.876 eV
- Total charge: 0

***

4.
Computed, not measured: 2 unconnected molecules or ions with the total composition C6H12N2 in a non-equilibrium geometry, with wB97M-V/def2-TZVPD.

```
20
Properties=species:S:1:pos:R:3:forces:R:3:mulliken_charge:R:1
C -0.44665 0.18322 2.70709 0.7 2.3 -0.3 -1.100
C -1.01930 -0.20292 1.40212 -1.8 -1.9 -3.5 0.799
C -1.89208 0.46098 0.52877 1.7 -3.5 -0.8 -0.709
N -2.10286 -0.49714 -0.59584 -3.9 1.9 0.8 -0.149
C -1.60362 -1.69679 -0.22830 2.2 1.6 2.3 -0.116
N -0.82569 -1.54718 0.87789 -1.5 0.3 -0.6 -0.628
H 0.37665 -0.45176 3.01309 -0.1 -0.2 0.0 0.300
H -1.22925 0.20871 3.45396 -0.1 -0.2 0.3 0.295
H -0.04945 1.26340 2.63966 -0.5 -1.6 0.2 0.272
H -2.25785 1.45166 0.46977 -0.3 0.6 -0.1 0.390
H -3.08033 -0.50072 -1.10460 2.8 0.3 1.2 0.285
H -1.81214 -2.57420 -0.85206 0.5 0.3 0.6 0.372
C 1.37507 0.98174 -1.39574 -0.5 -3.2 0.2 -0.538
C 2.61059 0.06805 -1.73375 -1.0 0.5 -0.1 -1.094
H 0.46183 0.34143 -1.54419 0.7 0.6 0.5 0.062
H 1.47600 1.19330 -0.35192 -0.3 0.1 0.8 0.163
H 1.11448 1.90893 -1.84794 0.8 0.7 -1.1 0.404
H 3.50098 0.62008 -1.71460 1.4 1.0 0.1 0.348
H 2.62496 -0.44934 -2.67086 -0.5 0.1 -1.0 0.334
H 2.77868 -0.76146 -1.05257 -0.6 0.2 0.7 0.308
```
Positions in Å, forces in eV/Å.

Results
- LUMO level: 0.91 eV
- DFT total energy: -345.27753 hartree
- SMILES string: Cc1c[nH]cn1.CC
- Energy above the lowest of the compared OMol25 structures with the same formula, charge and spin: 31.58 kcal per mole
- Highest occupied orbital energy: -8.734 eV
- Total charge: 0

***

5.
Computed, not measured: 2 unconnected molecules or ions with the total composition C4H3N2O4 in a non-equilibrium geometry, with wB97M-V/def2-TZVPD.

```
13
Properties=species:S:1:pos:R:3:forces:R:3:mulliken_charge:R:1
C 2.64299 -0.34346 0.01269 1.3 -0.2 -0.1 -0.095
C -0.25375 -1.59055 -0.15396 0.0 -0.2 -1.5 0.283
C 2.69908 1.06986 -0.66629 -0.9 -1.0 0.2 0.493
C -0.41172 -0.12755 -0.12286 -1.1 -0.8 1.0 -0.873
N 3.34919 -1.21791 0.33569 -1.3 -0.4 0.8 0.605
N -0.30598 -2.65486 -0.62185 0.6 1.0 1.4 0.529
O 1.65860 1.36613 -1.22762 -0.9 1.0 -1.1 -0.721
O -0.23267 -3.83176 -0.88359 -0.3 -0.9 -0.6 -0.718
O 3.75940 1.60907 -0.51290 1.8 1.0 0.2 -0.621
O 3.82382 -2.22263 0.83402 0.5 0.0 -0.3 -0.715
H -1.45270 0.02683 -0.54786 0.8 0.4 1.4 0.242
H -0.08549 0.14476 0.92670 -1.3 0.4 -1.1 0.255
H 0.23883 0.44833 -0.76434 0.7 -0.4 -0.4 0.336
```
Positions in Å, forces in eV/Å.

Results
- LUMO level: 3.52 eV
- DFT total energy: -564.58152 hartree
- Energy above the lowest of the compared OMol25 structures with the same formula, charge and spin: 128.08 kcal per mole
- Highest occupied orbital energy: -5.294 eV
- Total charge: -1